# 1
Density functional theory data (ωB97M-V/def2-TZVPD) for a single C4H5NO molecule.

```
11
Properties=species:S:1:pos:R:3:forces:R:3
C -2.621 0.091 -0.467 0.10 0.24 0.11
C -1.417 0.346 -0.047 0.08 0.14 0.13
N -0.292 0.622 0.363 -0.60 -0.26 0.10
C 0.715 -0.383 0.203 0.14 -0.43 0.00
C 2.112 0.146 0.295 0.07 -0.08 0.04
O 0.425 -1.551 0.124 0.25 0.37 -0.03
H -2.988 0.671 -1.298 -0.12 -0.20 -0.24
H -3.249 -0.622 0.054 0.07 0.19 -0.01
H 2.781 -0.696 0.468 0.04 0.15 -0.05
H 2.165 0.869 1.113 0.05 -0.09 -0.13
H 2.392 0.660 -0.629 -0.08 -0.03 0.08
```
Forces are in eV/Å.

E_LUMO ... 0.5 eV
Total charge ... 0
Highest occupied orbital energy ... -9.40 eV
Orbital gap ... 9.9 eV
E_tot ... -285.3640 hartree
SMILES ... C=C=NC(C)=O
Largest force on an atom ... 0.7 eV/Å
Energy relative to the best compared isomer or geometry (same formula, charge and spin) ... 31.7 kcal per mole

Results of the Mulliken charge analysis, in e, for atoms 1 through 6:
1 C -0.980
2 C 0.775
3 N -0.404
4 C 0.718
5 C -0.976
6 O -0.505

# 2
Density functional theory data (ωB97M-V/def2-TZVPD) for 2 unconnected molecules or ions with the total composition C4H10S at a distorted geometry.

```
15
Properties=species:S:1:pos:R:3:forces:R:3
C 0.386 3.502 0.030 -0.25 0.11 0.27
C 1.166 2.694 0.726 -0.21 -1.47 -0.34
H -0.221 4.242 0.527 -0.44 -0.13 0.11
H 0.248 3.412 -1.037 0.64 0.40 -0.24
H 0.985 2.403 1.753 0.41 1.02 0.43
H 1.837 1.992 0.237 -0.16 0.06 -0.24
C -1.775 -1.092 -0.211 0.66 0.04 -0.25
S -0.124 -1.735 -0.686 -0.11 -0.14 0.57
C 0.701 -1.294 0.872 0.00 0.53 0.62
H -2.534 -1.538 -0.851 0.03 0.09 0.07
H -1.731 -0.015 -0.320 -0.31 0.21 -0.17
H -1.958 -1.300 0.838 -0.19 -0.34 -0.01
H 1.107 -2.091 1.495 -0.05 -0.45 -0.52
H 1.479 -0.535 0.789 0.00 -0.07 -0.43
H -0.073 -0.842 1.484 -0.02 0.15 0.13
```
Forces are in eV/Å.

E_LUMO ... 1.0 eV
Total charge ... 0
Highest occupied orbital energy ... -8.54 eV
Orbital gap ... 9.6 eV
E_tot ... -556.5242 hartree
SMILES ... C=C.CSC
Largest force on an atom ... 1.5 eV/Å
Energy relative to the best compared isomer or geometry (same formula, charge and spin) ... 36.3 kcal per mole

Results of the Mulliken charge analysis, in e, for atoms 1 through 6:
1 C -0.456
2 C -0.435
3 H 0.240
4 H 0.236
5 H 0.253
6 H 0.165

# 3
Density functional theory data (ωB97M-V/def2-TZVPD) for 2 unconnected molecules or ions with the total composition C3H4FO2 at a distorted geometry.

```
10
Properties=species:S:1:pos:R:3:forces:R:3
C -1.224 -0.065 1.061 1.34 -0.78 -0.07
C 1.530 -1.067 -0.392 -2.76 -3.39 -1.57
C 2.657 -0.251 -0.164 2.88 1.99 1.05
O 0.983 -1.998 -0.719 1.30 1.20 0.39
O -0.471 -0.117 0.108 0.34 0.48 0.35
F 2.406 1.000 0.235 -0.83 0.52 0.97
H -1.945 0.708 1.086 -1.25 0.79 0.11
H -1.132 -0.762 1.913 -0.08 0.14 -0.15
H 3.324 -0.806 0.537 -0.62 0.10 0.12
H 3.322 -0.067 -1.001 -0.30 -1.07 -1.21
```
Forces are in eV/Å.

E_LUMO ... -6.4 eV
Total charge ... +1
Highest occupied orbital energy ... -15.29 eV
Orbital gap ... 8.9 eV
E_tot ... -366.6711 hartree
Largest force on an atom ... 4.6 eV/Å
Energy relative to the best compared isomer or geometry (same formula, charge and spin) ... 10.4 kcal per mole

Results of the Mulliken charge analysis, in e, for atoms 1 through 6:
1 C -0.024
2 C 0.808
3 C -0.227
4 O -0.034
5 O -0.472
6 F -0.176

# 4
Density functional theory data (ωB97M-V/def2-TZVPD) for a molecular structure, C22H49BeCaCl2FN8O16P4 at a distorted geometry.

```
104
Properties=species:S:1:pos:R:3:forces:R:3
N -1.274 2.143 -0.859 0.59 -1.38 1.27
P -0.250 0.671 -0.939 0.85 0.94 -0.68
O 1.380 1.062 -0.418 -7.09 2.67 -3.91
C -1.003 -0.584 0.289 1.03 0.17 1.26
C 0.006 -1.900 0.105 -1.21 -0.99 0.86
N 0.572 -2.015 1.526 -1.78 -0.31 2.04
P 1.429 -3.524 1.936 -1.42 -1.34 -1.51
P 2.402 -3.326 3.879 0.23 5.93 4.70
O 2.052 -1.861 4.445 0.96 -5.59 -1.98
O 4.159 -3.393 3.771 -2.79 -0.86 0.39
O 1.737 -4.489 5.023 1.48 1.89 -1.82
C -0.665 -1.665 2.349 1.08 1.03 0.73
N -1.354 -2.401 3.288 6.25 4.69 -0.25
O -2.434 -1.843 3.902 -0.62 -1.63 -0.25
N -0.962 -0.250 1.807 -0.19 -3.01 0.24
H -2.279 1.812 -0.819 1.52 0.76 0.22
H -1.014 2.678 0.001 -0.85 -0.42 -0.80
H 1.352 1.839 0.215 0.32 -1.41 -0.88
H -2.136 -0.711 0.019 2.32 -0.17 0.29
H 0.840 -1.772 -0.711 -1.67 -0.33 1.71
H -0.672 -2.876 0.075 1.44 1.99 -0.97
H 2.521 -3.619 0.982 -0.49 0.71 0.88
H 4.438 -2.415 3.733 -1.63 -0.33 -1.97
H 1.642 -4.045 5.916 0.36 -0.22 -1.54
H -1.009 -3.385 3.487 -0.77 1.90 0.03
H -3.180 -2.490 3.661 0.93 1.31 0.29
H -0.113 0.307 2.081 -0.80 -0.87 -0.62
O 1.424 -1.530 -4.313 3.22 0.26 3.25
P 2.601 -0.844 -5.048 -5.69 -0.42 -7.11
N 1.804 0.674 -5.091 0.40 2.93 0.76
C 1.831 1.657 -6.166 -1.35 -0.74 -0.42
C 1.943 1.393 -3.818 -0.75 -0.38 0.49
N 2.229 -1.782 -6.500 -0.20 -1.50 -0.60
C 1.441 -1.255 -7.618 0.33 0.31 -0.41
C 1.602 -3.105 -6.205 0.45 0.08 0.17
N 3.954 -0.054 -5.894 2.78 -0.89 2.67
C 4.329 -0.144 -7.301 -0.53 -0.45 -1.04
C 5.166 -0.384 -5.113 0.43 0.47 0.45
H 2.792 2.184 -6.232 0.67 0.30 -0.55
H 1.060 2.423 -6.011 0.13 -0.17 0.39
H 1.607 1.229 -7.138 0.38 -0.10 0.13
H 2.973 1.737 -3.675 0.11 0.11 -0.04
H 1.683 0.747 -2.977 0.07 -0.12 -0.10
H 1.277 2.265 -3.764 0.19 -0.17 -0.22
H 0.517 -0.782 -7.280 -0.18 0.09 0.03
H 1.159 -2.046 -8.327 0.14 -0.10 0.48
H 1.998 -0.565 -8.241 0.01 0.34 0.13
H 0.537 -3.003 -5.975 0.03 -0.06 0.12
H 2.102 -3.612 -5.375 -0.17 0.18 -0.07
H 1.688 -3.777 -7.070 0.15 0.41 -0.04
H 4.422 -1.174 -7.658 -0.13 -0.08 0.11
H 5.297 0.341 -7.482 -0.18 0.05 0.68
H 3.648 0.425 -7.933 -0.03 -0.07 0.23
H 5.399 -1.452 -5.193 0.20 0.08 0.00
H 5.009 -0.145 -4.056 -0.06 -0.08 0.16
H 6.038 0.193 -5.439 -0.30 -0.05 -0.07
C -3.056 -4.110 1.373 1.12 -2.06 -0.94
O -2.090 -3.375 1.902 -3.50 -2.90 -3.90
H -2.965 -4.373 0.306 0.18 0.22 -0.40
H -3.232 -5.107 1.814 0.04 -0.27 0.51
H -4.078 -3.695 1.395 -1.02 1.25 0.19
Be 5.392 -2.073 4.843 1.55 0.64 1.77
N 3.001 0.494 2.093 0.85 0.26 1.65
O 2.917 1.485 2.837 -0.17 -0.08 -0.15
O 3.671 -0.491 2.444 0.27 -0.49 -0.19
O 2.415 0.487 0.998 2.73 -1.83 3.45
C 2.550 6.358 -3.285 0.24 0.08 -0.07
C 1.445 5.471 -3.820 0.06 0.28 0.23
O 0.924 4.662 -2.776 -0.27 -0.13 0.32
H 3.355 5.752 -2.854 -0.11 0.04 -0.14
H 2.966 6.985 -4.079 -0.01 -0.01 0.11
H 2.175 7.004 -2.485 -0.02 0.04 -0.13
H 1.829 4.811 -4.604 -0.12 -0.04 0.16
H 0.631 6.069 -4.241 0.10 0.05 -0.19
H 0.578 5.257 -2.089 0.17 -0.39 -0.37
C -6.922 0.650 4.177 -1.83 1.15 1.75
C -6.374 -0.302 3.403 1.20 -2.64 -1.07
C -5.812 -1.478 4.196 -1.06 2.29 4.32
O -5.330 -2.495 3.687 0.34 -2.70 -2.95
C -5.836 -1.400 5.680 1.84 -3.26 -4.06
C -6.372 -0.441 6.455 -1.68 3.28 4.17
C -7.030 0.683 5.659 -0.94 1.62 -0.43
O -7.645 1.627 6.166 0.98 -1.56 -0.41
O -6.392 -0.376 7.723 0.16 -0.54 -2.93
O -6.284 -0.328 2.137 -0.29 -0.82 0.08
H -7.358 1.522 3.702 -0.90 -0.96 0.26
H -5.353 -2.246 6.157 0.00 -0.01 0.07
C -4.889 3.828 2.472 0.34 0.55 0.37
Cl -4.607 3.234 0.831 0.05 0.06 -0.11
Cl -5.748 2.627 3.445 1.45 1.77 -0.72
H -3.927 4.045 2.942 -0.20 -0.13 -0.20
H -5.489 4.740 2.421 0.09 -0.30 -0.08
C 0.479 1.422 7.696 -0.32 0.23 0.33
C -0.397 0.310 7.184 -1.56 -0.35 0.44
O -1.537 0.145 7.615 1.37 0.23 -0.46
C 0.176 -0.592 6.124 -0.48 -0.08 0.23
H -0.065 1.992 8.457 0.09 -0.15 -0.17
H 1.382 1.005 8.150 0.08 0.10 -0.22
H 0.742 2.096 6.877 0.22 -0.14 0.05
H 1.065 -1.098 6.508 0.06 0.27 -0.26
H 0.426 -0.008 5.234 0.31 -0.13 0.13
H -0.567 -1.348 5.850 0.11 0.19 0.09
Ca -6.079 -3.648 1.363 0.50 2.20 2.00
F 3.598 2.662 -7.936 -0.20 -0.20 0.57
```
Forces are in eV/Å.

E_LUMO ... -5.6 eV
Total charge ... 0
Highest occupied orbital energy ... -6.74 eV
Orbital gap ... 1.1 eV
E_tot ... -5586.4451 hartree
Largest force on an atom ... 9.1 eV/Å

Results of the Mulliken charge analysis, in e, for atoms 1 through 6:
1 N -0.559
2 P 0.134
3 O -0.221
4 C 0.199
5 C -0.935
6 N 0.308

> Which of these has the highest orbital gap?

C4H5NO

> Which value of E_LUMO does entry 3 give?

-6.4 eV